Computed, not measured: a structure of composition C20H28N2O3, with the ωB97M-V functional and the def2-TZVPD basis.

Geometry as XYZ:
```
53
Properties=species:S:1:pos:R:3:lowdin_charge:R:1
C -6.214 -0.601 2.028 0.0111
H -6.978 -0.846 2.553 -0.0076
H -5.482 -1.400 1.854 0.0825
H -5.649 0.151 2.418 0.0234
C -6.684 -0.343 0.396 -0.3714
C -7.645 -1.334 -0.025 -0.0650
H -8.040 -1.062 -0.887 0.0491
H -8.472 -1.430 0.434 0.0322
H -7.080 -2.145 -0.292 0.0857
C -5.474 0.068 -0.375 -0.1363
C -4.795 1.573 0.044 0.0397
H -4.452 1.403 0.945 0.0411
O -3.668 1.477 -0.995 -0.0111
C -2.516 1.035 -0.792 -0.3133
C -2.227 -0.034 -0.004 -0.0655
C -1.063 -0.687 0.197 0.0665
C -0.019 -0.511 -0.856 -0.1707
C -0.420 0.556 -1.786 -0.0213
C -1.500 1.351 -1.892 0.0433
H -1.902 2.028 -2.451 0.0496
H 0.256 0.837 -2.760 0.1499
C 1.119 -0.990 -0.735 -0.6761
O 1.348 -2.080 -0.346 0.1086
N 2.215 -0.386 -1.303 0.0890
H 2.190 0.721 -1.901 0.2375
C 3.702 -0.946 -1.431 -0.0066
H 4.221 -0.677 -2.205 0.0508
H 3.605 -1.881 -1.637 0.0562
C 4.181 -0.789 0.077 -0.1183
C 4.225 0.652 0.442 -0.2503
C 4.137 1.378 1.556 -0.0826
C 4.112 2.643 1.270 -0.1755
C 4.249 2.882 0.072 -0.0237
O 4.226 1.527 -0.601 -0.0016
H 4.219 3.655 -0.556 0.0806
H 4.147 3.635 2.183 0.2215
H 4.089 0.765 2.375 0.0999
N 5.613 -1.283 0.247 -0.2766
C 6.019 -1.682 1.315 -0.2638
H 6.033 -0.761 2.100 0.1321
H 5.392 -2.509 1.859 0.1420
H 6.859 -2.158 1.448 0.0320
C 6.512 -0.489 -0.600 -0.0578
H 6.813 0.287 0.016 0.0295
H 6.152 -0.035 -1.669 0.1329
H 7.673 -1.094 -0.798 0.1611
H 3.752 -1.442 0.725 0.1128
H -0.610 -1.559 0.838 0.1661
H -2.880 -0.190 0.804 0.0947
H -5.526 2.312 0.015 0.0985
H -4.815 -0.698 -0.409 0.0619
H -5.839 0.293 -1.443 0.1456
H -7.111 0.815 0.540 0.1674
```

Properties
**Max |F|**: 18.148 eV/A
**HOMO level**: -7.67 eV
**Energy relative to the best compared isomer or geometry (same formula, charge and spin)**: 19.678 eV
**Frontier orbital gap**: 8.096 eV